Record 1
Here is C18H23HfIN2 as an isolated structure at a distorted geometry from the Open Molecules 2025 dataset. Energies are from wB97M-V/def2-TZVPD.

Structure (XYZ):
```
45
Properties=species:S:1:pos:R:3:forces:R:3
C 3.494530 4.108198 0.922814 -0.02 0.07 0.09
C 4.662452 3.203007 0.555764 0.15 0.14 0.10
H 3.185784 4.714939 0.070139 -0.02 0.03 0.00
H 3.770076 4.789949 1.732240 -0.07 -0.06 -0.12
H 2.617965 3.538093 1.245879 0.37 0.13 0.19
H 4.374350 2.411680 -0.138431 -0.01 0.00 -0.06
H 5.451115 3.792217 0.081115 -0.03 -0.16 0.03
H 5.093654 2.736048 1.443937 -0.03 -0.02 -0.08
C -2.912219 1.012943 -0.694044 0.39 -0.63 -0.11
C -4.053294 0.956351 -1.470322 -0.22 0.25 0.10
C -4.277354 -0.134742 -2.301384 0.15 -0.06 0.17
C -3.309966 -1.129109 -2.373681 0.91 -0.44 0.13
H -2.648793 1.859782 -0.063377 -0.34 -0.21 -0.06
H -4.758196 1.778043 -1.423516 0.05 -0.08 0.00
H -5.177011 -0.216873 -2.908593 0.18 0.12 0.15
H -3.408871 -1.969480 -3.056076 -0.22 0.31 0.12
N -1.989178 0.011152 -0.721440 -0.97 -0.37 -1.50
C -2.143120 -1.043944 -1.609030 -1.03 1.36 0.21
C -1.010598 -1.971453 -1.741720 1.37 -0.61 -0.12
N 0.158626 -1.641483 -1.072656 -0.78 -1.17 -0.30
C 1.193308 -2.526909 -0.996293 -0.99 0.42 -0.58
C 0.022894 -3.995037 -2.496782 0.03 0.29 0.03
C 1.151752 -3.703276 -1.722366 0.08 -0.11 0.09
H 2.006178 -2.231552 -0.333328 0.06 -0.24 -0.34
H 1.999169 -4.379892 -1.672953 -0.20 0.02 -0.04
C -1.066671 -3.128855 -2.516878 -0.26 0.66 0.48
H -1.980223 -3.309936 -3.094080 0.64 -0.31 0.26
H -0.040387 -4.898038 -3.086203 0.21 -0.11 0.02
Hf -0.093166 0.086286 0.195733 0.62 0.96 1.57
I 0.326320 2.708786 0.209045 -0.08 -0.13 -0.30
C 1.255863 -0.781688 5.302447 0.46 -0.29 -0.16
C -0.026629 -0.139493 4.755344 0.49 0.20 0.56
C -1.272845 -0.784825 5.344029 -0.70 -0.35 -0.05
C -0.004036 1.341214 5.122454 -0.04 0.54 -0.13
C -0.145462 -0.284956 3.316539 -0.16 -0.42 -0.12
C -0.405638 -0.528451 2.138099 0.29 0.16 -0.13
H 1.268091 -0.718887 6.399337 -0.14 0.05 -0.33
H 2.135410 -0.242720 4.928344 -0.14 -0.16 0.09
H 1.351182 -1.837291 5.023771 -0.08 0.18 0.05
H -1.276562 -0.727902 6.434938 0.17 0.08 -0.12
H -2.150648 -0.252880 4.969804 -0.07 -0.12 0.13
H -1.359278 -1.833893 5.051090 0.03 0.07 0.08
H 0.882938 1.834840 4.718132 -0.05 -0.02 0.08
H -0.886381 1.846854 4.727972 -0.01 0.07 0.10
H 0.003372 1.442884 6.211486 0.00 -0.03 -0.17
```
Positions in Å, forces in eV/Å.

As for the charge: +2. As for the energy above the lowest of the compared OMol25 structures with the same formula, charge and spin: 2.50 kcal/mol. The value obtained for the calculated total energy is -31411.8308 eV. The value obtained for the LUMO energy is -8.321 eV. Its highest occupied orbital energy is -15.558 eV. The frontier orbital gap comes out at 7.236 eV.

Atom charges from the natural (NBO) analysis, given in e for atoms 1 to 4: atom 1 (C): -0.6018, atom 2 (C): -0.6079, atom 3 (H): 0.2054, atom 4 (H): 0.2238


Record 2
Here is a 7-piece molecular cluster, C4H24NO6 overall at a distorted geometry from the Open Molecules 2025 dataset. Energies are from wB97M-V/def2-TZVPD.

Structure (XYZ):
```
35
Properties=species:S:1:pos:R:3:forces:R:3
C 1.052268 -1.157278 -0.396526 1.87 -0.63 0.43
C 0.421587 0.177794 -0.128264 0.68 1.59 -0.76
C -1.058303 0.240896 -0.540540 0.66 0.42 -0.47
C -1.599131 1.658486 -0.548262 0.99 0.70 0.15
N 0.546260 0.456696 1.373409 0.36 0.82 0.05
H 1.082600 -1.377774 -1.458978 -0.41 0.00 -0.06
H 0.528224 -1.964261 0.149942 0.36 0.32 -0.24
H 2.158909 -1.171405 -0.109430 -1.50 0.01 0.02
H 0.990262 1.029406 -0.701955 -0.96 -1.55 1.27
H -1.155507 -0.183329 -1.562174 0.19 0.12 0.68
H -1.638101 -0.359485 0.142715 -0.29 -0.28 0.15
H -2.552883 1.687613 -0.991291 -1.37 -0.07 -0.48
H -1.714074 2.086330 0.447915 0.08 -0.04 0.11
H -0.998317 2.371448 -1.147095 0.02 -0.50 0.30
H 1.536688 0.723803 1.663627 -1.11 -0.69 -0.65
H -0.088201 1.220397 1.681960 0.29 -0.53 -0.20
H 0.203403 -0.374009 1.897183 0.38 0.26 -0.22
H 0.972072 2.832904 -2.997544 -0.60 0.51 -0.06
H 2.316970 2.230584 -3.177122 0.44 -0.17 -0.11
O 1.468553 2.053833 -2.769734 0.13 -0.42 0.08
H -2.222945 1.181627 3.609164 1.39 -0.91 -1.05
H -1.588062 -0.143360 2.972567 -0.41 -0.76 0.14
O -1.475277 0.802766 3.058780 -1.30 1.93 1.12
H 0.136811 -0.815926 -4.270731 -0.15 -0.28 -1.68
H 0.622130 0.248206 -3.262110 -0.77 -1.74 -0.21
O 0.212792 -0.677998 -3.350891 0.95 2.16 1.66
H -1.445212 -2.607435 -0.771010 0.11 -0.05 -0.39
H -2.513647 -3.470240 -0.044783 -0.15 -0.24 -0.18
O -1.909695 -2.734665 0.054407 -0.13 0.07 0.46
H 4.004164 0.835987 2.093449 0.27 0.02 0.55
H 3.823530 0.935363 0.611253 0.14 0.13 -0.60
O 3.358978 0.690597 1.406132 -0.30 -0.07 0.14
H -1.430149 -2.187331 1.565298 0.55 0.42 1.27
H -0.992683 -2.466959 3.083674 0.00 0.01 -0.14
O -1.054029 -1.773277 2.416954 -0.43 -0.54 -1.08
```
Positions in Å, forces in eV/Å.

As for the charge: +1. As for the energy above the lowest of the compared OMol25 structures with the same formula, charge and spin: 2.61 kcal/mol. The value obtained for the calculated total energy is -18307.9587 eV. The value obtained for the LUMO energy is -2.403 eV. Its highest occupied orbital energy is -14.102 eV. The frontier orbital gap comes out at 11.698 eV.

Atom charges from the natural (NBO) analysis, given in e for atoms 1 to 4: atom 1 (C): -0.6663, atom 2 (C): -0.0474, atom 3 (C): -0.4485, atom 4 (C): -0.6119


Record 3
Here is C18H37OP3STl as an isolated structure at a distorted geometry from the Open Molecules 2025 dataset. Energies are from wB97M-V/def2-TZVPD.

Structure (XYZ):
```
61
Properties=species:S:1:pos:R:3:forces:R:3
Tl -1.804563 -1.980034 -0.620830 0.03 0.03 0.14
P 1.217049 1.374243 2.917894 1.21 0.75 0.48
P -1.848615 2.158898 2.334731 -0.66 -0.07 0.01
P 0.686497 1.845083 -1.107378 0.41 0.52 -0.70
H 0.082652 -6.458669 -0.004562 0.14 -0.33 -0.20
C 0.886799 -6.310371 -0.724712 -0.14 1.15 0.22
C 1.901852 -5.500723 -0.401897 0.39 -1.16 -0.19
H 2.086743 -5.172805 0.621065 -0.30 0.14 -0.23
C 1.220790 0.755855 4.602118 -0.32 -0.40 0.14
C 1.574404 3.131557 3.054808 -0.15 0.11 -0.18
C 2.577727 0.674351 2.004945 -0.01 -0.32 -0.25
C -3.164296 1.275022 1.493044 -0.07 -0.05 -0.08
C -2.201633 2.378150 4.097396 0.03 -0.20 0.24
C -1.494311 3.731514 1.580034 0.03 0.21 -0.25
C 2.010249 1.012617 -2.100215 0.08 -0.63 0.40
C 1.468494 3.519405 -1.098743 -0.16 -0.13 0.34
C -0.560886 2.144481 -2.435118 -0.40 -0.17 0.32
H 0.765030 -6.719591 -1.728279 0.10 -0.04 0.34
H 2.745343 -5.407217 -1.088537 -0.23 0.27 0.09
H 0.958959 -0.307985 4.624879 0.08 0.15 0.03
H 0.529873 1.312883 5.247055 0.14 -0.11 -0.19
H 2.237113 0.883589 4.992799 -0.12 -0.01 -0.07
H 0.867577 3.673951 3.703196 0.31 -0.19 -0.24
H 1.650152 3.589830 2.056690 -0.03 -0.05 0.36
H 2.569498 3.148847 3.528361 -0.25 0.17 -0.10
H 2.348439 -0.349507 1.673064 0.16 0.35 0.05
H 3.410112 0.652526 2.725941 -0.10 -0.05 -0.31
H 2.824980 1.332742 1.155079 -0.11 -0.38 0.31
H -4.108784 1.833638 1.588807 0.28 -0.20 -0.09
H -3.273825 0.269129 1.932890 0.01 0.46 -0.09
H -2.878465 1.183086 0.430403 -0.19 0.13 0.35
H -2.985040 3.140598 4.223366 0.17 -0.14 -0.21
H -1.320149 2.716764 4.665724 -0.27 -0.09 -0.30
H -2.575271 1.439926 4.536350 0.17 0.22 -0.18
H -2.417453 4.324223 1.620829 0.13 -0.04 -0.01
H -1.207586 3.582982 0.532354 -0.05 0.05 0.20
H -0.705556 4.274332 2.112879 -0.22 -0.13 -0.11
H 1.943070 1.335322 -3.150031 0.20 0.01 0.38
H 1.904467 -0.081524 -2.059389 0.24 0.55 -0.09
H 2.993194 1.243218 -1.667228 -0.21 0.11 -0.27
H 1.645994 3.851974 -2.133378 0.00 -0.03 0.42
H 2.425377 3.450412 -0.559143 -0.22 0.21 -0.21
H 0.810596 4.233028 -0.581879 0.28 0.00 -0.24
H -0.050339 2.446627 -3.360115 -0.20 -0.01 0.26
H -1.247280 2.940510 -2.111227 0.15 -0.14 -0.21
H -1.143295 1.228213 -2.618045 0.18 0.56 -0.06
C -0.594594 -2.519528 -3.240713 -0.81 -1.90 -0.19
C -1.766874 -2.538056 -4.011959 0.51 0.08 -0.15
C -1.877479 -3.511314 -4.992358 -0.36 -0.31 -0.16
C -0.927819 -4.529715 -5.124199 0.50 0.71 0.16
C 0.130539 -4.574808 -4.210456 0.07 -0.39 0.09
C 0.262976 -3.632289 -3.210338 -0.07 1.00 -0.31
S -0.235299 -1.165917 -2.251426 -0.84 0.23 1.91
H -3.010018 -2.602325 0.473296 0.66 0.20 -0.68
H -2.532640 -1.780373 -3.823662 0.28 -0.07 -0.57
H -2.702157 -3.463750 -5.689242 -0.14 -0.11 0.07
H -0.971900 -5.220280 -5.964237 -0.08 0.06 0.32
H 0.914157 -5.314135 -4.249412 -0.17 -0.43 -0.23
H 1.031195 -3.672905 -2.436788 0.03 -0.10 -0.50
O -0.650716 -0.252683 2.024060 0.51 3.82 0.21
C -0.425056 0.976957 2.201426 -0.58 -3.87 -0.01
```
Positions in Å, forces in eV/Å.

As for the charge: +3. As for the energy above the lowest of the compared OMol25 structures with the same formula, charge and spin: 9.17 kcal/mol. The value obtained for the calculated total energy is -64679.8075 eV. The value obtained for the LUMO energy (spin up / spin down) is -10.841 / -10.840 eV. Its highest occupied orbital energy (spin up / spin down) is -16.200 / -16.200 eV. The frontier orbital gap (spin up / spin down) comes out at 5.359 / 5.360 eV.

Atom charges from the Mulliken analysis, given in e for atoms 1 to 4: atom 1 (Tl): 0.9492, atom 2 (P): 0.6102, atom 3 (P): 0.6886, atom 4 (P): 0.7419


Record 4
Here is a 2-piece molecular cluster, C6H9NO2 overall at a distorted geometry from the Open Molecules 2025 dataset. Energies are from wB97M-V/def2-TZVPD.

Structure (XYZ):
```
18
Properties=species:S:1:pos:R:3:forces:R:3
H -0.844201 1.183761 -2.041674 0.37 0.01 -0.02
N -0.660173 1.108358 -1.041042 -0.53 -0.01 0.10
C 0.396112 0.482647 -0.744568 0.06 -0.37 0.20
C 1.430864 -0.063936 -1.672308 -0.09 -0.23 -0.05
C 0.676665 0.267571 0.760806 1.36 1.12 -0.49
C 0.207946 1.410673 1.616123 -0.53 -0.48 0.31
O 1.464898 -0.572594 1.130159 -0.53 -0.07 -0.14
H 2.355228 0.504186 -1.562941 0.04 0.01 -0.01
H 1.649026 -1.093874 -1.392896 0.06 0.00 -0.03
H 1.096253 -0.028611 -2.707997 0.00 0.05 0.02
H 0.199426 1.115640 2.662174 -0.05 0.02 0.04
H 0.898471 2.245150 1.495768 0.12 -0.03 -0.13
H -0.766417 1.739812 1.265493 -0.05 0.10 0.18
C -1.768438 -1.450949 0.919609 -0.57 0.38 0.25
C -1.348213 -1.897716 -0.226882 0.28 -0.88 -0.39
O -0.930821 -2.365820 -1.204719 -0.14 0.38 0.17
H -1.810732 -2.094496 1.778054 0.18 -0.23 0.06
H -2.245895 -0.489801 0.966839 0.01 0.23 -0.09
```
Positions in Å, forces in eV/Å.

As for the charge: 0. As for the energy above the lowest of the compared OMol25 structures with the same formula, charge and spin: 43.47 kcal/mol. The value obtained for the calculated total energy is -11951.4337 eV. The value obtained for the LUMO energy is 0.461 eV. Its highest occupied orbital energy is -9.341 eV. As for the structure (SMILES): [H]/N=C(\C)C(C)=O.C=C=O. The frontier orbital gap comes out at 9.802 eV.

Atom charges from the natural (NBO) analysis, given in e for atoms 1 to 4: atom 1 (H): 0.3444, atom 2 (N): -0.6221, atom 3 (C): 0.2241, atom 4 (C): -0.6908